Entry from the Open Molecules 2025 dataset: the molecule C7H10FN3O4 (ωB97M-V with the def2-TZVPD basis set).

Geometry as ORCA input:
```
! RIJCOSX wB97M-V def2-TZVPD def2/J DEFGRID3
* xyz 0 1
C 1.346 -1.467 0.916
C 1.274 -1.049 -0.593
C 3.301 -0.049 -0.468
C -2.388 0.216 1.523
C -0.142 -1.106 -1.182
C -1.883 1.258 -0.839
C -1.371 0.365 0.284
N 2.361 -1.293 1.593
N 2.289 -0.551 -1.129
N 3.164 1.107 0.482
O 4.145 1.559 0.961
O 2.034 1.482 0.675
O -3.098 0.645 -1.325
O -1.216 -0.987 -0.221
F 4.548 -0.362 -0.763
H 0.364 -1.840 1.241
H -3.215 -0.350 1.326
H -1.683 -0.212 2.219
H -2.553 1.138 1.947
H -0.299 -2.099 -1.530
H -0.224 -0.468 -2.011
H -2.132 2.185 -0.412
H -1.227 1.336 -1.745
H -0.387 0.764 0.794
H -3.010 -0.221 -1.743
*
```

**Lowest unoccupied orbital energy (alpha / beta)**: -1.48 / -1.32 eV
**F_max**: 0.099 Eh/bohr
**Orbital gap (alpha / beta)**: 0.304 / 0.268 Ha
**M**: 219.2 g mol⁻¹
**Energy above the lowest of the compared OMol25 structures with the same formula, charge and spin**: 56.6 kcal per mole
**HOMO level (alpha / beta)**: -0.358 / -0.317 Eh
**E**: -22790.7432 eV

Entry from the Open Molecules 2025 dataset: an isolated ion of composition C3H9IN3 and charge +1 (ωB97M-V with the def2-TZVPD basis set).

Geometry as ORCA input:
```
! RIJCOSX wB97M-V def2-TZVPD def2/J DEFGRID3
* xyz 1 1
N -0.454 -1.067 1.450
C -0.683 -0.484 0.043
C 0.412 -0.933 -0.944
N 1.307 0.177 -1.126
N 0.451 1.434 -1.056
I 1.385 3.275 -0.825
C -0.665 1.067 0.009
H 0.002 -0.303 1.875
H 0.225 -1.924 1.359
H -1.439 -1.148 1.759
H -1.731 -0.674 -0.298
H 1.075 -1.598 -0.402
H -0.073 -1.193 -1.855
H 2.065 0.372 -0.529
H -1.570 1.483 -0.378
H -0.307 1.518 0.920
*
```

**Lowest unoccupied orbital energy**: -3.99 eV
**F_max**: 0.075 Eh/bohr
**SMILES**: [NH3+][C@@H]1CNN(I)C1
**Orbital gap**: 0.292 Ha
**M**: 214.0 g mol⁻¹
**Energy above the lowest of the compared OMol25 structures with the same formula, charge and spin**: 76.5 kcal per mole
**HOMO level**: -0.439 Eh
**E**: -15817.6889 eV

Entry from the Open Molecules 2025 dataset: the molecule C4H7Cl (ωB97M-V with the def2-TZVPD basis set).

Geometry as ORCA input:
```
! RIJCOSX wB97M-V def2-TZVPD def2/J DEFGRID3
* xyz 0 1
C 1.130 -0.206 -0.287
C -0.313 -0.295 -0.553
C 1.211 1.144 0.410
C -1.446 -0.719 0.315
Cl 1.362 2.572 -0.577
H 1.635 -1.090 0.342
H 1.766 -0.221 -1.202
H -0.608 0.043 -1.507
H 0.579 1.371 1.396
H -1.333 -1.026 1.351
H -1.800 -1.589 -0.117
H -2.184 0.015 0.429
*
```

**Lowest unoccupied orbital energy (alpha / beta)**: 0.68 / 0.41 eV
**F_max**: 0.061 Eh/bohr
**Orbital gap (alpha / beta)**: 0.316 / 0.300 Ha
**M**: 90.6 g mol⁻¹
**Energy above the lowest of the compared OMol25 structures with the same formula, charge and spin**: 74.8 kcal per mole
**HOMO level (alpha / beta)**: -0.291 / -0.285 Eh
**E**: -16780.1280 eV

Entry from the Open Molecules 2025 dataset: a 4-piece molecular cluster, C19H39BF6N4O6 overall (ωB97M-V with the def2-TZVPD basis set).

Geometry as ORCA input:
```
! RIJCOSX wB97M-V def2-TZVPD def2/J DEFGRID3
* xyz 0 1
H 2.197 3.150 5.015
N 2.234 2.600 4.120
C 2.098 1.286 4.521
C 2.089 -0.023 3.515
B 2.970 -1.271 4.139
C 4.576 -1.247 4.493
O 5.384 -2.013 3.710
C 5.271 -0.394 5.739
F 4.294 0.329 6.586
F 5.927 -1.438 6.610
C 6.435 0.540 5.063
F 5.960 0.962 3.704
F 7.626 -0.354 4.811
C 6.968 1.776 5.998
F 6.820 1.547 7.468
F 8.460 1.859 5.763
C 6.345 3.250 5.621
O 5.823 3.979 6.645
O 6.330 3.872 4.283
H 1.990 1.079 5.690
H 2.463 0.358 2.463
H 0.962 -0.388 3.411
H 2.405 -2.311 4.325
H 7.070 3.456 3.718
C -1.527 -2.182 -0.510
O -1.630 -3.247 0.424
C -0.528 -4.158 0.405
C 0.715 -3.673 1.188
C 1.515 -2.597 0.457
N 0.349 -3.174 2.521
H -1.035 -2.490 -1.437
H -1.002 -1.340 -0.058
H -2.540 -1.844 -0.752
H -0.894 -5.073 0.888
H -0.272 -4.435 -0.625
H 1.378 -4.537 1.315
H 1.046 -1.612 0.510
H 2.510 -2.496 0.906
H 1.651 -2.856 -0.598
H -0.094 -3.930 3.043
H -0.406 -2.494 2.395
C -4.027 0.766 -2.249
O -4.453 -0.256 -1.360
C -5.325 0.191 -0.319
C -6.803 0.348 -0.748
C -7.065 1.598 -1.586
N -7.277 -0.830 -1.487
H -3.894 1.726 -1.742
H -4.735 0.863 -3.073
H -3.067 0.466 -2.677
H -5.281 -0.585 0.456
H -4.940 1.108 0.141
H -7.401 0.442 0.166
H -6.733 1.491 -2.622
H -8.141 1.810 -1.621
H -6.568 2.473 -1.155
H -7.195 -1.649 -0.884
H -6.601 -1.013 -2.235
C -0.548 1.955 -4.205
O -0.680 0.632 -4.702
C -1.557 0.508 -5.825
C -0.915 0.887 -7.180
C -0.769 2.394 -7.386
N 0.399 0.252 -7.350
H -1.477 2.525 -4.291
H 0.266 2.468 -4.720
H -0.276 1.895 -3.147
H -1.831 -0.554 -5.868
H -2.488 1.060 -5.652
H -1.579 0.517 -7.971
H 0.067 2.817 -6.825
H -0.582 2.614 -8.444
H -1.682 2.921 -7.093
H 0.280 -0.761 -7.314
H 0.948 0.459 -6.510
*
```

**Lowest unoccupied orbital energy**: -1.42 eV
**F_max**: 0.187 Eh/bohr
**SMILES**: [H]/N=C/CBC(=O)C(F)(F)C(F)(F)C(F)(F)C(=O)O.COC[C@@H](C)N.COC[C@@H](C)N.COC[C@@H](C)N
**Orbital gap**: 0.294 Ha
**M**: 544.3 g mol⁻¹
**Energy above the lowest of the compared OMol25 structures with the same formula, charge and spin**: 169.3 kcal per mole
**HOMO level**: -0.347 Eh
**E**: -55551.8433 eV